Entry 1:
{
  "formula": "C15H44N7O7P3",
  "method": "ωB97M-V with the def2-TZVPD basis set",
  "elements": ["C", "O", "C", "N", "C", "O", "O", "P", "O", "O", "H", "H", "H", "H", "H", "H", "H", "H", "O", "P", "N", "C", "C", "N", "C", "C", "N", "C", "C", "H", "H", "H", "H", "H", "H", "H", "H", "H", "H", "H", "H", "H", "H", "H", "H", "H", "H", "O", "P", "N", "C", "C", "N", "C", "C", "N", "C", "C", "H", "H", "H", "H", "H", "H", "H", "H", "H", "H", "H", "H", "H", "H", "H", "H", "H", "H"],
  "coordinates": [[-0.43719, -0.99374, 1.46207], [-0.04801, -2.18670, 2.12922], [0.45407, -1.97680, 3.41575], [1.84207, -1.52834, 3.41800], [2.16780, -0.20680, 3.75231], [3.28066, 0.12908, 4.03957], [1.12999, 0.69543, 3.69723], [0.82375, 1.61052, 5.08466], [-0.62246, 2.23051, 4.70575], [0.44685, 0.48254, 6.20273], [-1.18220, -0.44935, 2.04929], [-0.86660, -1.28530, 0.50630], [0.42718, -0.35290, 1.26847], [0.41744, -2.94689, 3.90751], [-0.18682, -1.27316, 3.95562], [2.28030, -1.77725, 2.53854], [-1.33586, 1.57895, 4.67186], [0.24878, -0.40445, 5.87563], [-1.66274, -3.33516, -1.34152], [-1.11684, -4.55178, -1.97988], [0.55444, -4.34703, -2.04652], [1.43183, -5.19886, -2.82732], [1.15663, -4.02399, -0.75834], [-1.73215, -4.47387, -3.59202], [-0.88850, -3.97780, -4.67313], [-3.04758, -3.84180, -3.64344], [-1.23382, -6.24687, -1.79984], [-2.03458, -7.04667, -2.73214], [-1.58955, -6.61133, -0.41116], [1.62288, -6.16711, -2.34606], [2.38858, -4.68730, -2.95342], [1.04408, -5.39092, -3.81914], [1.24226, -4.90373, -0.10419], [0.55221, -3.28236, -0.24008], [2.15590, -3.60637, -0.89700], [-0.36753, -3.04594, -4.42299], [-1.51049, -3.79519, -5.55079], [-0.15560, -4.71761, -4.98609], [-2.99169, -2.74847, -3.61622], [-3.66690, -4.15900, -2.80471], [-3.55372, -4.14575, -4.56314], [-3.08183, -6.73895, -2.79343], [-2.00040, -8.08096, -2.38306], [-1.60188, -7.02638, -3.72706], [-2.62868, -6.36372, -0.17028], [-0.94595, -6.08020, 0.29357], [-1.43960, -7.67896, -0.25244], [-1.23897, 5.22940, -0.95876], [0.03575, 5.24524, -0.21330], [0.05895, 3.85552, 0.73814], [1.03095, 3.64468, 1.79567], [-0.17245, 2.61528, 0.00673], [-0.12661, 6.60722, 0.83893], [-0.50745, 6.41236, 2.23367], [-0.92919, 7.66737, 0.23700], [1.70115, 5.44408, -0.54509], [2.38400, 6.70235, -0.22987], [2.01785, 5.04989, -1.93417], [2.01628, 3.34183, 1.41558], [0.67016, 2.85532, 2.45332], [1.17255, 4.52075, 2.41494], [0.71302, 2.29216, -0.56045], [-1.00009, 2.73498, -0.69042], [-0.43570, 1.81988, 0.70629], [-1.36037, 5.73481, 2.35887], [-0.77353, 7.37894, 2.66483], [0.32228, 6.04617, 2.83278], [-2.00532, 7.48049, 0.31884], [-0.69660, 7.78109, -0.82162], [-0.69776, 8.61454, 0.73121], [1.93819, 7.57977, -0.70634], [3.41452, 6.60800, -0.57937], [2.41969, 6.86282, 0.84272], [1.63361, 5.76667, -2.66773], [1.58009, 4.07437, -2.15730], [3.09645, 4.96272, -2.06383]],
  "smiles": "CN(C)P(=O)(N(C)C)N(C)C.CN(C)P(=O)(N(C)C)N(C)C.COCNC(=O)OP(O)O",
  "e_homo_ev": -8.423,
  "orbital_gap_ev": 8.81
}

Entry 2:
{
  "formula": "C15H44O9S6Si2",
  "method": "ωB97M-V with the def2-TZVPD basis set",
  "elements": ["C", "C", "Si", "C", "O", "O", "O", "Si", "H", "H", "H", "H", "H", "H", "H", "H", "C", "S", "O", "C", "H", "H", "H", "H", "H", "H", "C", "S", "O", "C", "H", "H", "H", "H", "H", "H", "C", "S", "O", "C", "H", "H", "H", "H", "H", "H", "C", "S", "O", "C", "H", "H", "H", "H", "H", "H", "C", "S", "O", "C", "H", "H", "H", "H", "H", "H", "C", "S", "O", "C", "H", "H", "H", "H", "H", "H"],
  "coordinates": [[6.48772, -3.26574, -4.78214], [5.48837, -3.23385, -5.49396], [3.83377, -3.32438, -6.44288], [3.36840, -5.09338, -6.98599], [4.56202, -5.68448, -7.62290], [4.91652, -6.84808, -6.99666], [2.66500, -2.52363, -5.48570], [1.19517, -3.40495, -5.28930], [7.42860, -3.51636, -4.23024], [3.97034, -2.53008, -7.68347], [3.08032, -5.79890, -6.15524], [2.57785, -5.00109, -7.79550], [5.08262, -6.69885, -6.04109], [0.18234, -2.41900, -4.86968], [1.40240, -4.34898, -4.16575], [0.79072, -4.18924, -6.45907], [2.53274, -8.96477, -7.86928], [1.40260, -8.07099, -6.78613], [2.17036, -7.67022, -5.57019], [0.39500, -9.49829, -6.33848], [3.28199, -8.26339, -8.23647], [3.02716, -9.76432, -7.31518], [1.97910, -9.37748, -8.71439], [1.01978, -10.26517, -5.87817], [-0.09079, -9.89441, -7.23152], [-0.36395, -9.17256, -5.62752], [0.02596, -2.46165, -0.51467], [-1.43486, -2.49899, -1.57079], [-0.96290, -2.63719, -2.98251], [-1.89332, -0.77595, -1.31960], [0.50158, -3.44227, -0.55212], [0.72685, -1.70598, -0.87329], [-0.27114, -2.24340, 0.51229], [-1.07433, -0.12381, -1.62748], [-2.12892, -0.61131, -0.26665], [-2.77422, -0.56304, -1.92542], [-1.89660, 1.95430, 3.77054], [-1.98463, 2.02572, 1.96999], [-2.13547, 0.62315, 1.47337], [-0.26935, 2.50764, 1.71017], [-2.86808, 1.63053, 4.14676], [-1.13308, 1.24002, 4.08220], [-1.66989, 2.94332, 4.16462], [0.39645, 1.76240, 2.14330], [-0.09295, 3.48118, 2.16932], [-0.09239, 2.57457, 0.63566], [-2.03900, 7.72845, 3.42310], [-2.52934, 6.12931, 2.75597], [-1.82699, 5.07584, 3.55266], [-1.65078, 6.29557, 1.18992], [-2.45153, 7.82083, 4.42631], [-0.95016, 7.79446, 3.47060], [-2.43859, 8.52488, 2.79286], [-0.58658, 6.45009, 1.37491], [-2.06174, 7.13725, 0.63081], [-1.79127, 5.37772, 0.61851], [-4.10031, 5.21747, 7.74217], [-4.05488, 5.66621, 5.99605], [-3.61787, 7.09052, 5.91480], [-5.84052, 5.63582, 5.74390], [-3.07834, 5.21429, 8.12201], [-4.69107, 5.94578, 8.30036], [-4.52897, 4.22032, 7.85226], [-6.32509, 6.33784, 6.42440], [-6.21451, 4.62552, 5.91636], [-6.04575, 5.92722, 4.71403], [2.49616, 2.33091, 6.59693], [1.04144, 2.30189, 5.53115], [1.52145, 2.16750, 4.12672], [0.58506, 4.02935, 5.78415], [2.96869, 1.34905, 6.55939], [3.20176, 3.08528, 6.24522], [2.19379, 2.54637, 7.62283], [1.40839, 4.67919, 5.48330], [0.34312, 4.19055, 6.83622], [-0.29145, 4.24786, 5.17333]],
  "e_homo_ev": -8.324,
  "orbital_gap_ev": 8.57
}

Entry 3:
{
  "formula": "C15H46BeF3N14O13",
  "method": "ωB97M-V with the def2-TZVPD basis set",
  "elements": ["Be", "C", "O", "O", "C", "F", "F", "F", "C", "C", "H", "H", "H", "H", "H", "H", "C", "C", "O", "O", "H", "H", "H", "H", "H", "H", "C", "C", "O", "O", "H", "H", "H", "H", "H", "H", "C", "O", "N", "N", "H", "H", "H", "H", "C", "O", "N", "N", "H", "H", "H", "H", "C", "O", "N", "N", "H", "H", "H", "H", "C", "O", "N", "N", "H", "H", "H", "H", "C", "O", "N", "N", "H", "H", "H", "H", "C", "O", "N", "N", "H", "H", "H", "H", "C", "O", "N", "N", "H", "H", "H", "H"],
  "coordinates": [[10.64637, 12.20535, 10.41145], [11.81147, 14.26688, 11.54092], [10.80631, 15.26713, 11.27781], [11.82642, 13.34949, 10.57617], [13.14129, 14.97282, 11.62605], [14.16101, 14.06747, 11.95802], [13.53108, 15.56985, 10.52027], [13.20824, 15.85361, 12.61059], [10.66995, 16.32212, 12.14962], [9.40672, 16.99532, 11.87263], [9.25199, 17.76932, 12.58466], [9.46180, 17.40028, 10.84970], [8.48999, 16.42386, 11.88480], [11.32418, 17.17364, 12.09078], [10.61787, 16.00516, 13.19566], [11.62518, 13.81463, 12.57136], [10.49748, 6.74139, 12.59409], [11.83098, 6.31682, 13.20060], [12.45982, 7.56130, 13.64148], [10.58590, 7.79256, 11.51345], [9.94224, 7.22096, 13.36836], [10.07190, 5.85005, 12.13039], [12.34717, 5.79453, 12.40509], [11.57196, 5.68406, 14.06024], [13.34642, 7.39499, 13.84465], [10.65088, 8.58761, 12.09078], [7.91332, 11.73554, 10.01129], [6.83421, 11.18002, 10.87700], [7.31098, 10.22136, 11.76846], [9.06581, 12.26487, 10.79634], [7.52851, 12.65915, 9.52612], [8.30962, 11.09366, 9.24708], [6.16844, 10.73359, 10.09082], [6.20665, 11.98094, 11.30134], [8.27200, 10.17687, 11.96266], [8.65794, 12.90032, 11.43579], [10.16132, 13.19254, 7.87732], [10.45731, 12.10094, 8.57998], [10.68396, 14.35900, 8.21958], [9.41997, 13.19383, 6.77939], [11.39960, 14.39902, 8.94216], [10.09671, 15.20878, 8.03382], [9.00172, 12.27360, 6.60482], [9.83076, 13.68773, 6.01247], [5.90620, 12.52419, 6.34555], [7.04645, 12.33501, 6.56053], [5.15638, 13.64543, 6.89963], [5.07150, 11.88549, 5.52382], [5.90114, 14.27064, 7.18299], [4.42091, 13.99460, 6.26858], [5.21817, 10.96768, 5.03145], [4.15878, 12.27572, 5.40330], [10.17511, 11.61552, 14.02705], [9.86951, 12.66204, 13.54115], [11.40416, 11.23311, 14.40421], [9.31388, 10.45626, 14.03682], [11.38104, 10.73383, 15.28507], [12.09529, 11.99565, 14.31904], [9.69744, 9.72409, 14.61701], [8.28232, 10.53651, 14.00615], [8.27155, 17.66986, 8.46162], [9.17038, 17.13055, 7.83035], [7.56048, 16.99941, 9.48271], [7.62689, 18.87930, 8.17380], [7.19493, 17.62615, 10.18196], [8.11504, 16.27776, 9.86050], [7.03068, 19.14261, 8.88188], [7.90042, 19.75909, 7.75470], [12.34790, 10.36544, 10.44320], [11.16991, 10.72664, 10.86453], [12.52296, 9.01864, 10.06349], [13.33522, 11.22432, 10.14306], [11.87859, 8.32893, 10.43725], [13.36357, 8.77337, 9.55777], [13.16736, 12.17219, 10.35754], [14.15685, 10.78992, 9.76048], [6.65312, 14.34751, 12.74504], [7.24851, 14.17365, 11.71350], [5.55496, 15.10101, 12.90142], [7.09160, 13.76504, 13.91438], [5.35955, 15.27439, 13.89450], [4.95392, 15.25289, 12.09767], [8.11412, 13.59932, 13.93422], [6.72431, 14.04619, 14.87104], [14.03717, 12.30536, 5.56412], [13.10994, 12.93675, 6.01798], [13.92523, 11.13824, 4.87779], [15.45183, 12.62423, 5.72358], [12.95483, 10.87872, 4.65580], [14.73081, 10.61861, 4.65718], [16.16716, 11.97629, 5.40840], [15.66424, 12.99284, 6.65626]],
  "charge": 1,
  "e_homo_ev": -11.566,
  "orbital_gap_ev": 9.95
}

Across the entries above, LUMO takes the values 0.39; 0.25; -1.62 eV, respectively.